# 1
Formula: C6H11N3O
Source: OMol25
Level of theory: the ωB97M-V functional and the def2-TZVPD basis

```
21
Properties=species:S:1:pos:R:3
C 0.04 -2.30 -0.26
C 0.34 -1.14 -1.14
C -0.17 -0.69 -2.32
N 0.49 0.47 -2.60
C 1.37 0.69 -1.59
N 1.29 -0.24 -0.68
H -0.95 -2.24 0.20
H 0.72 -2.32 0.59
H 0.04 -3.22 -0.84
H -0.99 -1.07 -2.91
H 0.48 0.91 -3.51
H 2.14 1.43 -1.71
C -0.35 0.18 2.51
C -1.06 1.22 1.69
N -0.35 2.25 1.16
O -2.27 1.17 1.54
H -1.11 -0.42 3.00
H 0.30 0.59 3.28
H 0.26 -0.41 1.84
H -0.89 2.89 0.60
H 0.66 2.25 1.13
```

Calculated values
Strongest force on any atom   1.22 eV/A
Charge   0
Energy above the lowest of the compared OMol25 structures with the same formula, charge and spin   6.09 kcal/mol
Spin multiplicity   1
Orbital gap   9.543 eV
SMILES   Cc1c[nH]cn1.CC(N)=O

# 2
Formula: C6H11N3O2
Source: OMol25
Level of theory: the ωB97M-V functional and the def2-TZVPD basis

```
22
Properties=species:S:1:pos:R:3
C -0.95 2.45 1.61
C -3.00 -1.73 -1.28
C 0.84 -0.59 0.65
C -0.23 -1.30 -0.25
C 0.05 0.20 1.74
C -0.87 -0.36 -1.26
N -1.41 3.43 2.06
N -0.60 1.33 1.09
N -0.06 -0.21 -2.48
O -3.95 -2.25 -1.01
O -2.08 -1.19 -1.71
H 1.33 -1.42 1.10
H 1.35 0.29 0.20
H 0.23 -2.13 -0.63
H -0.98 -1.84 0.38
H -0.61 -0.65 2.09
H 0.84 0.56 2.46
H -1.35 4.42 1.94
H -1.25 1.02 0.36
H 0.93 -0.12 -2.29
H -0.14 0.62 -2.93
H -0.08 -1.08 -3.07
```

Calculated values
Strongest force on any atom   4.74 eV/A
Charge   +2
Energy above the lowest of the compared OMol25 structures with the same formula, charge and spin   105.42 kcal/mol
Spin multiplicity   1
Orbital gap   9.911 eV

# 3
Formula: C6H11N3OS2
Source: OMol25
Level of theory: the ωB97M-V functional and the def2-TZVPD basis

```
23
Properties=species:S:1:pos:R:3
C -3.21 0.38 0.89
N -1.92 -0.30 0.67
C -1.62 -1.35 1.63
C -1.13 0.09 -0.34
S -1.58 1.30 -1.39
C 0.23 -0.61 -0.45
C 1.11 -0.17 -1.65
S 2.23 1.13 -1.08
C 1.67 1.00 0.65
N 1.03 -0.30 0.74
N 1.73 -1.25 1.40
O 1.37 -2.39 1.20
H -3.87 0.25 0.03
H -3.69 -0.03 1.75
H -3.05 1.42 1.03
H -2.52 -1.99 1.72
H -1.42 -0.89 2.63
H -0.77 -1.96 1.35
H 0.08 -1.67 -0.47
H 1.74 -1.05 -1.95
H 0.48 0.20 -2.46
H 2.49 1.01 1.35
H 0.92 1.77 0.86
```

Calculated values
Strongest force on any atom   1.04 eV/A
Charge   0
Energy above the lowest of the compared OMol25 structures with the same formula, charge and spin   16.56 kcal/mol
Spin multiplicity   1
Orbital gap   8.995 eV
SMILES   CN(C)C(=S)[C@H]1CSCN1N=O

# 4
Formula: C6H11N4
Source: OMol25
Level of theory: the ωB97M-V functional and the def2-TZVPD basis

```
21
Properties=species:S:1:pos:R:3
C 2.31 0.95 0.33
C 1.82 -0.40 -0.27
C 1.19 1.75 -0.22
C -0.51 -1.49 0.49
C -3.24 0.37 -0.08
C 0.40 -0.32 0.02
N -2.20 0.84 0.09
N -1.17 1.54 0.23
N 0.00 0.93 0.01
N -1.67 -1.73 -0.27
H 2.21 1.04 1.36
H 3.22 1.30 -0.12
H 2.03 -0.35 -1.35
H 2.17 -1.38 0.08
H 1.04 2.77 0.10
H 1.19 1.90 -1.23
H 0.07 -2.42 0.70
H -0.78 -0.94 1.48
H -4.22 0.05 -0.24
H -1.55 -1.96 -1.25
H -2.30 -2.47 0.15
```

Calculated values
Strongest force on any atom   3.39 eV/A
Charge   +1
Energy above the lowest of the compared OMol25 structures with the same formula, charge and spin   117.93 kcal/mol
Spin multiplicity   1
Orbital gap   9.014 eV

# 5
Formula: C6H11N4O2
Source: OMol25
Level of theory: the ωB97M-V functional and the def2-TZVPD basis

```
23
Properties=species:S:1:pos:R:3
C -1.78 -0.17 -0.82
C -0.68 -0.97 0.05
N -0.82 -2.36 0.10
C -0.66 -0.43 1.47
C -0.18 0.72 1.85
N 0.27 1.69 0.91
C 0.71 1.34 -0.28
N 1.26 2.17 -1.15
C 0.55 -0.51 -0.68
N 1.79 -0.96 -0.09
O 2.05 -2.10 -0.13
O 2.52 -0.10 0.31
H -1.66 0.94 -0.51
H -2.77 -0.50 -0.54
H -1.61 -0.33 -1.94
H -0.67 -2.74 -0.87
H -1.67 -2.70 0.46
H -0.90 -1.18 2.22
H -0.08 1.23 2.74
H 0.54 2.59 1.25
H 1.79 1.86 -1.90
H 1.45 3.07 -0.71
H 0.53 -0.55 -1.76
```

Calculated values
Strongest force on any atom   4.55 eV/A
Charge   +1
Energy above the lowest of the compared OMol25 structures with the same formula, charge and spin   111.00 kcal/mol
Spin multiplicity   1
Orbital gap   9.575 eV
SMILES   C[C@]1(N)C=CNC(=[NH2+])[C@H]1[N+](=O)[O-]

# 6
Formula: C6H11N5O2
Source: OMol25
Level of theory: the ωB97M-V functional and the def2-TZVPD basis

```
24
Properties=species:S:1:pos:R:3
H -2.24 -2.05 2.02
N -2.37 -1.33 1.40
C -1.32 -0.69 1.12
C 0.09 -0.77 1.65
C 1.01 -0.76 0.40
N 0.65 -1.83 -0.61
C 0.84 0.65 -0.35
N 1.37 1.71 0.45
C 1.55 0.53 -1.81
O 2.65 0.04 -1.90
O 0.80 1.20 -2.74
N -0.56 0.88 -0.56
C -1.50 0.39 0.14
N -2.71 0.91 -0.19
H 0.30 0.29 2.07
H 0.29 -1.53 2.27
H 2.11 -0.98 0.68
H 1.38 -1.86 -1.20
H 0.63 -2.68 -0.13
H 2.33 1.93 0.43
H 0.93 2.63 0.20
H 0.04 1.60 -2.29
H -3.51 0.37 0.03
H -2.77 1.37 -1.08
```

Calculated values
Strongest force on any atom   5.57 eV/A
Charge   0
Energy above the lowest of the compared OMol25 structures with the same formula, charge and spin   0.00 kcal/mol
Spin multiplicity   1
Orbital gap   9.605 eV
SMILES   [H]/N=C1\C[C@@H](N)[C@@](N)(C(=O)O)N=C1N

# 7
Formula: C6H11N5O2
Source: OMol25
Level of theory: the ωB97M-V functional and the def2-TZVPD basis

```
24
Properties=species:S:1:pos:R:3
C -1.18 0.83 0.59
C 0.01 0.11 0.03
C -0.45 -1.04 -0.94
C 0.85 1.09 -0.83
C 0.58 -0.70 1.15
C 1.50 0.30 2.46
N 2.67 0.93 1.80
O 3.68 0.30 1.84
O 2.49 2.07 1.49
N 0.45 1.09 2.94
N 0.14 0.63 4.04
N 0.91 -0.47 4.36
N 1.72 -0.69 3.45
H -1.15 1.82 0.99
H -1.67 0.10 1.34
H -1.79 0.91 -0.27
H 0.40 -1.64 -1.39
H -1.07 -1.93 -0.51
H -1.03 -0.62 -1.81
H 1.82 0.65 -0.97
H 1.04 1.87 -0.12
H 0.37 1.40 -1.83
H -0.22 -1.16 1.81
H 1.38 -1.43 0.84
```

Calculated values
Strongest force on any atom   4.11 eV/A
Charge   0
Energy above the lowest of the compared OMol25 structures with the same formula, charge and spin   160.91 kcal/mol
Spin multiplicity   1
Orbital gap   9.524 eV
SMILES   CC(C)(C)CC1([N+](=O)[O-])N=NN=N1

# 8
Formula: C6H11N6
Source: OMol25
Level of theory: the ωB97M-V functional and the def2-TZVPD basis

```
23
Properties=species:S:1:pos:R:3
C -1.23 -2.93 -2.10
C -0.75 -1.77 -1.28
N -1.57 -0.57 -1.16
C -0.81 0.24 -0.57
N 0.47 -0.30 -0.30
N 0.47 -1.63 -0.77
N 1.45 0.18 0.56
N 2.64 -0.61 0.69
C 1.44 1.16 1.46
N 0.57 2.14 1.64
C -0.91 1.87 1.34
C -1.18 1.60 -0.17
H -2.28 -3.05 -1.84
H -1.26 -2.50 -3.13
H -0.70 -3.89 -1.94
H 2.56 -1.56 1.07
H 3.26 -0.56 -0.16
H 2.46 1.20 1.95
H 1.00 3.00 2.06
H -1.44 2.83 1.57
H -1.22 1.10 2.06
H -0.73 2.47 -0.74
H -2.23 1.57 -0.23
```

Calculated values
Strongest force on any atom   3.80 eV/A
Charge   +1
Energy above the lowest of the compared OMol25 structures with the same formula, charge and spin   56.71 kcal/mol
Spin multiplicity   1
Orbital gap   9.249 eV
SMILES   Cc1nc2n(n1)N(N)C=[NH+]CC2

# 9
Formula: C6H11N6O
Source: OMol25
Level of theory: the ωB97M-V functional and the def2-TZVPD basis

```
24
Properties=species:S:1:pos:R:3
C -3.11 -1.07 0.41
C -3.03 0.39 0.32
C 0.19 -2.03 -0.46
C -0.73 -1.10 0.26
C -0.70 0.18 -0.59
C 2.33 -1.04 0.16
N -2.03 -1.74 0.49
N -2.01 0.88 -0.36
N 1.58 -1.61 -0.78
N 0.29 1.05 -0.10
N 2.08 -1.10 1.47
N 0.68 1.91 -1.04
O -0.13 -3.09 -0.93
H -4.08 -1.41 0.60
H -3.86 0.98 0.79
H -0.48 -0.78 1.33
H -0.60 -0.12 -1.69
H 3.22 -0.58 -0.20
H 1.89 -2.01 -1.64
H 2.49 -0.42 2.12
H 1.10 -1.47 1.45
H 0.57 2.92 -0.91
H -1.95 1.82 -0.62
H 0.18 1.56 -1.92
```

Calculated values
Strongest force on any atom   3.81 eV/A
Charge   +1
Energy above the lowest of the compared OMol25 structures with the same formula, charge and spin   103.12 kcal/mol
Spin multiplicity   1
Orbital gap (alpha / beta)   5.701 / 7.891 eV

# 10
Formula: C6H11NO
Source: OMol25
Level of theory: the ωB97M-V functional and the def2-TZVPD basis

```
19
Properties=species:S:1:pos:R:3
C -4.80 -1.09 0.13
C -3.60 -0.20 -0.07
C -3.70 1.14 0.63
O -2.65 -0.52 -0.73
H -5.72 -0.54 -0.02
H -4.76 -1.94 -0.55
H -4.79 -1.47 1.15
H -4.04 1.01 1.65
H -4.43 1.75 0.11
H -2.74 1.64 0.62
C 5.05 1.28 -0.85
C 4.25 0.75 0.08
N 4.36 -0.52 0.59
C 4.41 -1.56 -0.10
H 4.99 2.31 -1.12
H 5.82 0.69 -1.32
H 3.51 1.35 0.60
H 4.29 -1.58 -1.19
H 4.57 -2.50 0.40
```

Calculated values
Strongest force on any atom   0.98 eV/A
Charge   0
Energy above the lowest of the compared OMol25 structures with the same formula, charge and spin   50.44 kcal/mol
Spin multiplicity   1
Orbital gap   9.854 eV
SMILES   CC(C)=O.C=CN=C

no.,total energy (hartree)
1,-474.756455
2,-549.156256
3,-1271.024867
4,-453.830313
5,-604.319235
6,-659.478189
7,-659.221764
8,-563.429028
9,-638.593666
10,-365.151082